# 1
Density functional theory data (ωB97M-V/def2-TZVPD) for C28H78F6NO17S2V as an isolated structure.

Geometry (Å):
V -1.71 2.89 0.38
C -0.87 -0.42 3.07
F -0.29 -1.49 3.62
F -1.98 -0.75 2.52
F -1.25 0.45 4.01
S 0.29 0.37 1.75
O 0.83 1.62 2.29
O 1.30 -0.68 1.43
N -0.88 0.93 0.47
S -0.81 -0.24 -0.56
O -0.78 -1.57 0.01
O -1.99 -0.03 -1.45
C 0.84 0.00 -1.62
F 1.14 -1.21 -2.16
F 0.51 0.87 -2.52
F 1.81 0.42 -0.89
C 4.67 1.34 1.42
C 3.92 2.68 1.56
O 3.05 2.93 0.46
H 3.92 0.55 1.36
H 5.41 1.20 2.20
H 5.24 1.25 0.50
H 4.79 3.32 1.72
H 3.45 2.68 2.55
H 3.60 3.24 -0.26
C -1.71 4.05 4.30
C -2.73 4.06 3.25
O -2.28 2.89 2.56
H -0.77 4.50 3.98
H -1.69 3.15 4.91
H -1.86 4.81 5.06
H -2.61 5.01 2.73
H -3.75 4.01 3.62
H -2.38 2.23 3.25
C 2.40 -3.98 4.10
C 3.37 -4.17 5.26
O 3.23 -3.00 6.03
H 1.35 -3.81 4.36
H 2.44 -4.69 3.27
H 2.63 -3.06 3.57
H 4.38 -4.25 4.87
H 3.21 -5.07 5.87
H 2.30 -2.85 6.21
C 1.51 5.53 2.33
C 0.57 5.39 1.14
O 0.17 4.01 1.09
H 1.65 6.59 2.58
H 2.46 5.03 2.16
H 1.17 4.95 3.19
H 0.95 5.72 0.18
H -0.33 5.99 1.30
H 0.95 3.45 1.09
C 1.80 -4.38 -1.99
C 2.79 -5.36 -2.53
O 2.02 -6.23 -3.35
H 2.24 -3.54 -1.46
H 1.14 -4.87 -1.26
H 1.12 -3.99 -2.75
H 3.39 -5.85 -1.76
H 3.56 -4.86 -3.13
H 1.27 -6.61 -2.88
C -3.76 0.64 -5.76
C -3.58 1.20 -4.35
O -2.21 1.26 -3.97
H -3.36 1.37 -6.46
H -4.79 0.47 -6.06
H -3.27 -0.33 -5.78
H -4.05 0.56 -3.61
H -4.05 2.14 -4.08
H -2.05 0.37 -3.65
C 4.67 -0.58 -3.40
C 4.68 0.79 -2.75
O 5.00 1.69 -3.74
H 5.70 -0.86 -3.63
H 4.02 -0.65 -4.27
H 4.37 -1.36 -2.70
H 5.34 0.69 -1.88
H 3.65 0.94 -2.41
H 5.86 1.44 -4.09
C -3.33 -3.12 -2.14
C -2.01 -3.55 -2.72
O -1.43 -2.53 -3.47
H -3.70 -4.02 -1.65
H -3.93 -2.80 -2.99
H -3.46 -2.34 -1.39
H -1.98 -4.39 -3.40
H -1.28 -3.93 -2.00
H -0.97 -3.03 -4.16
C 1.12 3.65 -2.73
C -0.30 4.17 -2.44
O -1.10 3.08 -2.01
H 1.42 2.99 -1.92
H 1.89 4.41 -2.82
H 1.03 2.99 -3.60
H -0.86 4.66 -3.24
H -0.27 4.74 -1.51
H -1.51 2.75 -2.81
C 0.73 -1.81 -5.81
C 1.45 -3.13 -5.83
O 0.77 -4.12 -5.13
H 1.00 -1.10 -6.59
H 0.99 -1.26 -4.91
H -0.36 -1.89 -5.72
H 2.39 -2.94 -5.30
H 1.70 -3.63 -6.76
H 1.41 -4.71 -4.73
C -5.54 1.17 1.31
C -4.48 0.75 0.24
O -3.71 1.88 -0.07
H -6.34 1.78 0.90
H -5.13 1.89 2.02
H -5.85 0.35 1.94
H -4.76 0.21 -0.66
H -4.02 -0.14 0.67
H -4.23 2.41 -0.68
C -4.14 -3.58 2.69
C -4.08 -3.37 1.14
O -5.39 -3.01 0.70
H -4.80 -4.41 2.94
H -4.59 -2.71 3.17
H -3.21 -3.77 3.22
H -3.84 -4.31 0.64
H -3.35 -2.60 0.89
H -5.96 -3.74 0.97
C 2.30 1.09 6.69
C 0.86 1.13 6.07
O 0.76 2.33 5.37
H 2.45 0.28 7.41
H 2.63 1.91 7.32
H 2.98 0.98 5.84
H 0.06 1.04 6.80
H 0.70 0.29 5.39
H 0.93 2.12 4.45

The molar mass comes out at 929.988 g/mol. As for the relative energy (zero: lowest compared OMol25 entry of this formula, charge and spin): 46.8 kcal/mol. The value obtained for the electronic energy is -130248.97208 eV. The total charge is +1. The multiplicity is 4. Its LUMO energy (alpha / beta) is -3.456 / -3.394 eV. As for the orbital gap (alpha / beta): 7.756 / 7.818 eV.

Results of the Löwdin charge analysis, in e, for atoms 1 through 2: 1.057, -0.665

***

# 2
Density functional theory data (ωB97M-V/def2-TZVPD) for a 9-piece molecular cluster, C19H23Cl8F5O15 overall.

Geometry (Å):
O -5.33 3.60 -1.00
C -5.41 2.42 -0.61
O -6.47 1.57 -0.91
C -6.44 0.54 0.14
C -4.99 0.48 0.48
F -4.43 -0.43 -0.33
O -4.51 1.78 0.26
H -6.98 1.02 0.95
H -6.84 -0.43 -0.16
H -4.89 0.14 1.51
O -2.77 7.13 3.93
C -2.08 6.60 3.07
O -2.49 5.57 2.31
C -1.69 5.56 1.10
C -0.38 6.13 1.67
F 0.31 6.77 0.75
O -0.98 7.13 2.51
H -1.55 4.60 0.61
H -2.12 6.24 0.37
H 0.25 5.34 2.09
O 5.17 4.66 1.90
C 5.27 3.75 1.05
O 4.35 2.79 0.76
C 5.05 1.75 0.13
C 6.11 2.51 -0.59
F 5.69 2.97 -1.73
O 6.34 3.57 0.25
H 5.45 1.07 0.88
H 4.47 1.21 -0.62
H 7.02 1.95 -0.80
O 1.03 4.20 -2.88
C 0.23 3.44 -3.43
O -0.13 2.29 -2.90
C -1.01 1.69 -3.79
C -1.41 2.80 -4.76
F -2.50 3.46 -4.42
O -0.33 3.65 -4.63
H -0.53 0.97 -4.46
H -1.91 1.22 -3.37
H -1.60 2.43 -5.77
O 2.64 -8.59 0.34
C 3.14 -7.56 -0.06
O 3.71 -7.35 -1.31
C 4.54 -6.18 -1.26
C 3.91 -5.41 -0.13
F 3.07 -4.40 -0.51
O 3.06 -6.35 0.54
H 5.54 -6.49 -0.94
H 4.50 -5.63 -2.20
H 4.60 -5.03 0.62
Cl -4.22 -6.34 0.44
C -2.77 -6.34 1.46
Cl -2.91 -7.49 2.79
H -1.90 -6.58 0.86
H -2.78 -5.33 1.86
Cl 3.62 -1.91 4.76
C 2.63 -1.54 6.08
Cl 3.22 -0.02 6.81
H 1.61 -1.36 5.74
H 2.59 -2.38 6.78
Cl 0.35 0.82 1.61
C 0.13 -0.79 0.82
Cl -0.39 -1.94 2.14
H -0.75 -0.66 0.18
H 1.09 -1.02 0.35
Cl -1.46 -3.47 -2.83
C -3.12 -3.78 -3.45
Cl -3.69 -2.46 -4.50
H -3.25 -4.73 -3.97
H -3.72 -3.85 -2.55

The structure (SMILES) is O=C1OC[C@@H](F)O1.O=C1OC[C@@H](F)O1.O=C1OC[C@@H](F)O1.O=C1OC[C@@H](F)O1.O=C1OC[C@@H](F)O1.ClCCl.ClCCl.ClCCl.ClCCl. The molar mass comes out at 869.992 g/mol. The value obtained for the electronic energy is -164553.44766 eV. The multiplicity is 1. Its LUMO energy is -0.330 eV. As for the orbital gap: 10.516 eV.

Results of the natural (NBO) charge analysis, in e, for atoms 1 through 2: -0.546, 0.962

***

- The highest electronic energy belongs to which entry?
  C28H78F6NO17S2V